DFT (ωB97M-V/def2-TZVPD) results for a cluster of 21 separate species, C63H128O41 in total.

Each line ends with the Löwdin charge.
Atoms and positions in Å:
C: -0.53840 1.36533 5.38796  -0.06
C: 0.14608 0.06660 4.78221  -0.03
O: 0.22583 -0.89319 5.94083  0.04
C: -0.00948 -0.14203 7.02374  -0.60
O: 0.11469 -0.59285 8.15917  0.09
O: -0.43700 1.09826 6.82073  0.07
H: -1.57489 1.53510 5.08901  0.10
H: 0.04412 2.27341 5.15253  0.11
H: 1.18233 0.20495 4.53040  0.10
H: -0.44507 -0.45578 4.04327  0.11
C: -5.05321 -5.74053 1.94904  -0.06
C: -4.96686 -6.66638 0.67524  -0.06
O: -3.52971 -6.77470 0.50761  0.06
C: -2.96426 -5.73098 1.12543  -0.64
O: -1.87455 -5.40732 0.93562  0.20
O: -3.75769 -5.12133 1.98871  0.07
H: -5.16844 -6.29724 2.86843  0.13
H: -5.73607 -4.93092 1.87515  0.11
H: -5.38843 -6.20679 -0.25589  0.13
H: -5.30780 -7.67799 0.84301  0.12
C: -1.36982 3.61239 -0.02309  -0.12
C: -2.39149 4.69268 0.31347  -0.06
O: -3.37149 4.00917 1.16657  0.08
C: -3.13954 2.69585 1.05727  -0.57
O: -3.87163 1.82890 1.54022  0.10
O: -2.08103 2.42008 0.31927  0.06
H: -0.46455 3.63920 0.56648  0.10
H: -1.07052 3.65865 -1.07177  0.10
H: -2.82075 5.05152 -0.66042  0.13
H: -2.10441 5.60311 0.85425  0.10
C: -3.41447 -1.40702 1.42067  -0.07
C: -2.61454 -1.63164 0.11626  -0.08
O: -3.37219 -2.65535 -0.57702  0.08
C: -4.54707 -2.74188 0.00781  -0.63
O: -5.35680 -3.52558 -0.34535  0.14
O: -4.68664 -1.98934 1.13131  0.07
H: -3.50746 -0.43545 1.90478  0.12
H: -2.93874 -2.07256 2.14284  0.11
H: -1.63433 -2.06114 0.35992  0.09
H: -2.45102 -0.80246 -0.57366  0.12
C: 3.18741 -0.81690 7.49765  -0.08
C: 4.45549 -1.55353 7.85934  -0.12
O: 5.11640 -0.72202 8.79809  0.08
C: 4.75869 0.53595 8.48069  -0.53
O: 5.40741 1.49960 8.80935  0.14
O: 3.61634 0.59485 7.70418  0.02
H: 2.30955 -1.09016 8.11368  0.12
H: 2.94760 -1.07152 6.47432  0.10
H: 4.98161 -1.68423 6.90993  0.14
H: 4.26723 -2.49850 8.37815  0.14
C: 0.16394 -6.55463 -1.13803  -0.08
C: 1.20952 -5.86950 -0.16458  -0.05
O: 0.93863 -4.46355 -0.43287  0.05
C: -0.06353 -4.33515 -1.29552  -0.59
O: -0.49308 -3.28120 -1.68185  0.15
O: -0.52927 -5.48230 -1.76357  0.07
H: -0.55087 -7.18399 -0.61486  0.12
H: 0.71490 -7.09968 -1.87564  0.11
H: 2.24918 -6.07646 -0.39788  0.12
H: 1.10840 -6.04151 0.90224  0.12
C: -1.95232 -2.04254 -4.05307  -0.10
C: -0.88443 -2.71802 -4.89593  -0.07
O: 0.36452 -2.07630 -4.45449  0.07
C: 0.09945 -1.17127 -3.55910  -0.67
O: 0.91244 -0.51849 -3.01462  0.14
O: -1.21656 -1.02142 -3.36128  0.05
H: -2.29918 -2.80800 -3.32221  0.12
H: -2.70563 -1.46435 -4.57903  0.12
H: -0.93099 -2.53681 -5.94680  0.11
H: -0.75531 -3.79105 -4.72502  0.12
C: -0.15330 -3.08189 2.68485  -0.06
C: -0.75382 -3.90088 3.90486  -0.05
O: 0.45727 -4.12534 4.68769  0.06
C: 1.29459 -3.10208 4.42547  -0.58
O: 2.23464 -2.68571 5.10642  0.10
O: 1.03606 -2.51719 3.28956  0.06
H: -0.76673 -2.24571 2.42148  0.08
H: 0.01231 -3.73450 1.84115  0.10
H: -1.25876 -4.86880 3.60914  0.13
H: -1.39088 -3.32648 4.60716  0.14
C: 5.41417 -2.58595 -0.77790  -0.11
C: 6.21497 -3.53428 -1.80009  -0.04
O: 7.46233 -3.82103 -1.01874  0.03
C: 7.57568 -2.83797 -0.04790  -0.54
O: 8.51853 -2.73313 0.65941  0.17
O: 6.46341 -2.01841 0.02186  0.02
H: 4.73266 -3.17948 -0.17432  0.11
H: 4.84161 -1.79561 -1.26943  0.09
H: 6.54139 -2.99846 -2.66204  0.10
H: 5.74432 -4.47149 -2.06420  0.10
C: 0.48806 -0.50609 -0.08451  -0.07
C: 0.98960 0.83888 -0.57338  -0.11
O: 1.03420 1.61825 0.61076  0.05
C: 0.12566 1.10296 1.43652  -0.63
O: -0.26681 1.70374 2.38474  0.16
O: -0.18872 -0.13503 1.14032  0.06
H: 1.19627 -1.26679 0.22504  0.14
H: -0.19242 -0.99991 -0.76714  0.08
H: 0.34437 1.24361 -1.33115  0.11
H: 2.01269 0.89724 -1.01928  0.14
C: 3.73646 3.73710 6.65185  -0.04
C: 2.59473 3.49366 5.69222  -0.43
C: 2.82897 4.22141 4.35627  -0.05
O: 2.48475 2.07333 5.41261  -0.08
H: 3.82137 4.80297 6.82099  0.09
H: 4.66953 3.35359 6.27001  0.09
H: 3.52210 3.24828 7.59604  0.08
H: 1.64662 3.84904 6.10973  0.13
H: 2.76446 5.28024 4.47820  0.07
H: 2.18970 3.89751 3.50905  0.08
H: 3.81253 3.91587 3.99521  0.08
H: 2.79750 1.67019 6.22236  0.06
C: 4.37821 0.55008 1.29152  -0.07
C: 3.69304 -0.13247 2.40523  -0.51
C: 4.42672 -1.40262 2.73962  -0.03
O: 3.79594 0.81828 3.46116  -0.06
H: 5.39446 0.85517 1.65702  0.11
H: 3.84958 1.49151 0.97920  0.09
H: 4.50036 -0.04012 0.38574  0.06
H: 2.64333 -0.26172 2.14607  0.12
H: 4.57275 -2.05484 1.84031  0.07
H: 3.99967 -2.03189 3.51213  0.05
H: 5.45701 -1.07335 2.99465  0.10
H: 3.01545 1.00663 4.03098  0.05
C: -3.84743 -6.16627 -3.39614  -0.04
C: -4.24121 -5.23874 -4.52390  -0.49
C: -5.15691 -4.14106 -4.06754  -0.05
O: -3.05942 -4.62252 -5.08053  -0.06
H: -4.72257 -6.45887 -2.76761  0.09
H: -3.05875 -5.66280 -2.84178  0.07
H: -3.41460 -7.07898 -3.86250  0.09
H: -4.81480 -5.73226 -5.30932  0.13
H: -6.07780 -4.58376 -3.69666  0.09
H: -5.26236 -3.51130 -4.93854  0.08
H: -4.71478 -3.51375 -3.31335  0.06
H: -2.58497 -5.32459 -5.53641  0.10
C: -2.37274 0.53604 -7.10180  -0.03
C: -0.94164 1.03387 -7.36623  -0.46
C: 0.09819 0.52747 -6.40629  -0.05
O: -0.35066 0.64250 -8.63703  -0.06
H: -2.61921 0.87496 -6.09921  0.05
H: -2.35466 -0.57410 -7.07906  0.09
H: -3.04575 0.86882 -7.89600  0.08
H: -0.94958 2.12785 -7.30601  0.12
H: 0.18384 -0.52399 -6.53146  0.07
H: -0.15192 0.68901 -5.37834  0.06
H: 1.10712 0.91152 -6.55730  0.09
H: -0.90432 0.88392 -9.40611  0.10
C: 3.47150 1.06448 -4.09097  -0.06
C: 4.32330 -0.17349 -4.13035  -0.46
C: 5.56828 0.04517 -3.33595  -0.07
O: 3.65766 -1.25167 -3.38764  -0.08
H: 4.07985 1.77114 -4.65260  0.09
H: 3.32379 1.37514 -3.05680  0.08
H: 2.50616 0.97734 -4.55867  0.05
H: 4.53612 -0.40841 -5.17690  0.14
H: 6.21109 0.91131 -3.66394  0.10
H: 6.27384 -0.81586 -3.33904  0.08
H: 5.28426 0.29495 -2.29638  0.08
H: 2.70413 -1.19223 -3.53586  0.04
C: 2.22115 6.85449 -0.27635  -0.05
C: 1.77235 5.73243 -1.15589  -0.48
C: 2.53520 4.40708 -0.92620  -0.03
O: 0.38199 5.48198 -0.97189  -0.07
H: 3.28564 7.10548 -0.48289  0.10
H: 2.03928 6.56938 0.77676  0.08
H: 1.64101 7.73827 -0.49634  0.07
H: 1.88278 5.99114 -2.23879  0.14
H: 3.61937 4.59117 -0.81484  0.09
H: 2.38124 3.68492 -1.74471  0.06
H: 2.22676 3.95967 -0.00483  0.06
H: -0.14535 5.88913 -1.65115  0.06
C: -2.18687 3.90310 -5.07905  -0.04
C: -1.44522 3.97901 -3.76668  -0.47
C: 0.05983 3.76417 -3.90379  -0.02
O: -1.61881 5.30513 -3.26560  -0.07
H: -2.29747 2.87038 -5.43163  0.05
H: -1.67280 4.46594 -5.84872  0.09
H: -3.21878 4.27429 -4.96864  0.09
H: -1.87242 3.31444 -3.00108  0.13
H: 0.52322 3.65714 -2.90002  0.06
H: 0.53406 4.64910 -4.34705  0.10
H: 0.24178 2.92303 -4.53854  0.06
H: -2.40408 5.73231 -3.60278  0.08
C: -6.43823 0.08894 -2.16416  -0.03
C: -5.24361 0.33898 -3.07357  -0.51
C: -5.33557 1.51983 -4.06024  -0.04
O: -4.08599 0.35828 -2.28398  -0.05
H: -6.22789 -0.83328 -1.65381  0.06
H: -7.35247 0.05298 -2.81673  0.10
H: -6.57272 0.92227 -1.44943  0.09
H: -5.07927 -0.57121 -3.68579  0.13
H: -5.52617 2.41953 -3.49040  0.07
H: -6.11196 1.37351 -4.84539  0.09
H: -4.39033 1.62898 -4.57985  0.04
H: -3.98219 1.19104 -1.80567  0.09
C: 4.25945 -6.17497 -5.52719  -0.07
C: 3.07552 -5.52430 -4.87705  -0.54
C: 3.44059 -4.54308 -3.78818  -0.05
O: 2.27759 -4.89176 -5.82636  -0.04
H: 4.76788 -6.89695 -4.89191  0.08
H: 5.01482 -5.44461 -5.90596  0.10
H: 3.90618 -6.75175 -6.38317  0.08
H: 2.47662 -6.35298 -4.46447  0.14
H: 3.78794 -5.06588 -2.89456  0.07
H: 2.53208 -3.98724 -3.51002  0.08
H: 4.08884 -3.76281 -4.17234  0.07
H: 2.75542 -4.14128 -6.20858  0.10
C: -6.05059 3.48707 5.95682  -0.06
C: -4.54879 3.76722 6.18819  -0.50
C: -3.77325 3.45076 4.99601  -0.09
O: -4.51631 5.19564 6.45043  -0.06
H: -6.29672 4.02845 5.00963  0.09
H: -6.74090 3.79416 6.76536  0.08
H: -6.16368 2.43768 5.64244  0.08
H: -4.20922 3.20298 7.06072  0.13
H: -4.06269 4.16182 4.18903  0.10
H: -3.95975 2.43706 4.57544  0.09
H: -2.66867 3.49578 5.12537  0.08
H: -3.63364 5.51689 6.24407  0.08
C: -0.11863 8.22310 3.18059  -0.05
C: -0.90878 7.00847 2.62836  -0.47
C: -0.25588 5.62471 2.85791  -0.03
O: -2.16904 6.83456 3.29484  -0.06
H: 0.93929 8.09679 2.82241  0.08
H: -0.02296 8.22299 4.28332  0.09
H: -0.41494 9.21131 2.76784  0.08
H: -0.99619 7.18633 1.57528  0.10
H: 0.47291 5.44085 2.06131  0.07
H: -1.11298 4.97982 2.87013  0.06
H: 0.14638 5.54875 3.85517  0.07
H: -2.67713 7.63827 3.15528  0.09

Forces on the atoms, in the same order (eV/Å):
1.2 -0.8 -0.2
-0.8 -0.2 1.4
-0.7 2.3 -0.9
0.0 -1.8 3.4
-0.2 0.8 -1.9
-0.1 0.4 -1.4
0.1 -0.4 0.2
-0.2 -0.6 0.2
0.1 0.3 -0.6
0.1 0.3 -0.3
0.5 -0.7 -0.8
0.3 0.9 0.2
-0.9 0.2 0.0
-2.6 -1.2 0.1
4.8 1.4 -0.6
-0.7 0.0 0.1
-0.2 -0.2 0.2
-0.9 0.4 -0.2
0.2 -0.3 1.0
-0.4 0.0 0.0
0.3 0.7 0.5
-0.7 0.9 -0.5
0.8 0.2 -0.9
-2.5 -1.8 1.3
1.6 1.8 -0.9
0.4 -0.5 -0.9
0.1 0.1 0.2
-0.3 -0.4 0.2
-0.3 -0.5 1.0
0.4 -0.7 -0.1
0.7 -0.8 0.1
0.8 0.1 0.0
0.9 1.3 0.5
0.0 -0.3 1.3
-1.8 -1.0 -0.6
0.1 0.1 -1.0
-0.1 0.2 -0.8
-0.1 0.0 0.3
-0.4 0.1 -0.2
-0.4 0.1 0.2
-0.3 -0.1 0.8
-0.8 -1.1 0.1
-0.2 0.6 -0.7
0.9 1.8 0.1
-1.2 -0.9 -0.3
0.5 -1.7 0.4
0.6 0.7 -0.1
-0.1 0.7 -0.3
0.7 -0.1 0.5
0.1 0.0 -0.5
0.8 0.0 1.3
-0.9 0.5 -0.8
0.4 -0.5 0.5
-0.5 1.2 -0.8
0.2 0.1 0.3
0.4 -0.7 0.3
0.0 0.0 0.0
0.0 -0.4 -0.6
0.0 0.0 -0.4
-0.5 -0.1 0.0
0.3 -0.5 0.9
1.2 -0.2 0.1
-0.3 -1.4 -0.9
-2.2 -0.5 -0.3
1.9 1.5 1.2
0.2 0.1 0.5
-0.3 1.0 -0.5
-0.4 -0.7 -0.2
-0.3 0.1 -0.7
-0.2 0.4 0.1
-0.8 -0.6 2.1
0.3 0.0 -0.3
0.0 0.1 -0.1
2.9 0.7 2.5
-2.1 -1.9 -1.0
-1.1 0.1 -2.2
-0.4 0.3 -0.3
0.6 0.0 -0.2
0.9 1.1 0.4
0.0 -0.1 -0.8
0.8 -0.9 -1.4
0.6 0.9 2.5
-1.7 1.4 0.2
-0.5 -0.4 -0.4
0.1 0.1 0.0
0.5 -1.2 -0.6
0.1 -0.1 0.3
0.3 -0.2 -0.1
0.0 0.4 -0.7
-0.1 0.0 0.2
0.1 -0.6 0.1
2.2 -0.3 -0.9
-0.4 0.3 -0.6
0.6 1.0 1.2
-0.5 0.2 1.0
-0.7 -0.8 -0.6
0.7 0.2 -0.2
-0.2 0.3 0.0
-0.7 0.4 -0.1
-0.8 -0.6 0.4
-0.7 0.1 0.1
-0.1 0.0 -1.4
0.2 -1.6 -0.5
-0.3 0.9 0.3
0.1 0.3 0.1
0.3 -0.1 -0.2
0.1 0.0 0.3
0.0 -0.1 0.2
0.0 0.8 0.1
-0.2 0.1 0.8
0.3 0.3 0.1
0.2 -0.6 0.4
1.0 1.9 -1.4
-0.7 0.5 0.7
1.1 -0.7 -0.7
-0.2 0.1 0.8
-0.8 -0.3 -0.5
0.4 -0.7 0.5
0.0 -0.3 0.0
-0.3 -0.4 0.1
-0.3 0.6 0.6
-0.1 0.3 0.3
-0.5 -0.4 0.2
0.6 -0.3 -0.7
-0.1 -1.0 -0.6
-0.2 0.4 0.4
0.5 0.2 -0.3
-0.4 -0.4 -0.1
0.8 0.3 -0.4
-0.1 -0.1 0.4
-0.2 0.3 0.6
0.3 -0.5 -0.2
-0.2 0.3 -0.1
-0.8 0.3 -0.2
0.2 0.1 0.7
0.2 0.1 -0.1
1.5 -1.0 -0.3
0.7 0.5 -0.9
0.1 0.0 0.3
-1.0 0.2 -0.3
-0.5 0.1 -0.1
-0.2 0.5 -0.1
-0.1 0.1 0.4
-0.1 0.1 -0.2
0.1 -1.1 -0.2
-0.4 0.3 0.7
-0.2 0.4 -0.3
0.2 0.0 0.8
0.6 0.3 -0.2
-1.1 -0.8 1.3
2.1 0.8 0.5
0.6 0.2 -1.0
-0.3 0.7 0.1
0.1 0.2 0.0
-0.4 -0.2 -0.3
-0.1 -0.5 0.0
-0.8 -0.7 -0.1
-0.7 0.3 0.1
0.2 -0.3 -0.4
-0.1 0.2 0.1
0.7 0.1 0.3
0.2 -0.9 -1.7
0.5 0.7 -0.4
0.0 -0.4 0.9
-0.6 -0.3 0.4
0.4 0.2 -0.4
-0.2 0.3 0.0
0.3 0.1 0.7
-0.4 0.0 -0.3
0.0 0.3 0.3
-0.4 -0.4 0.7
-0.2 0.3 -0.6
-0.6 -0.9 -0.1
-0.1 0.6 0.0
-0.1 0.7 1.0
0.7 0.7 0.9
0.2 0.2 0.1
0.1 0.2 -0.1
0.3 0.0 0.0
0.1 -0.3 -0.4
-0.3 -0.2 -0.7
-0.3 -0.1 -0.1
0.3 -0.7 -0.2
-0.3 -0.2 -0.2
-0.7 1.2 -1.4
-0.2 -0.7 -0.9
-0.4 -0.7 0.2
1.2 0.4 0.3
-0.4 -0.4 0.4
0.6 -0.3 0.8
0.1 -0.4 -0.2
-0.3 0.3 0.2
-0.2 0.5 0.0
0.3 0.1 0.7
0.3 0.0 0.0
-0.2 -0.1 0.0
1.0 -0.1 -0.9
0.4 -0.5 0.7
-1.1 0.1 0.3
-0.8 0.5 -1.0
0.1 0.1 0.3
-0.5 -0.4 0.3
0.0 0.1 -0.1
-0.2 0.4 0.0
0.4 0.3 -0.1
0.1 -0.2 0.1
0.6 -0.1 0.2
-0.1 -0.2 0.2
0.4 0.0 -1.4
-2.1 0.9 1.4
1.3 -0.6 -2.5
0.3 -0.6 0.2
-0.1 0.0 0.8
0.6 -0.3 -0.4
-0.2 0.1 0.6
0.1 0.1 0.1
0.3 -0.4 0.4
-0.1 0.5 0.4
-0.6 0.3 0.1
0.1 0.0 0.0
1.4 -0.5 -0.4
0.7 -0.1 1.9
-0.2 1.5 -0.4
-0.1 0.7 -0.6
-0.7 0.1 0.2
-0.5 0.1 -0.5
-0.3 -0.6 0.5
-0.5 0.0 -0.9
-0.1 -0.4 0.4
-0.1 -0.9 -0.5
0.5 0.1 0.2
-0.2 0.1 0.2

Properties
Charge: 0
E: -5562.160132 Ha
Spin multiplicity: 1